50
Properties=species:S:1:pos:R:3 method="wB97M-V/def2-TZVPD" lumo_energy_ha=-0.0029 smiles="CCOC(=O)c1cc2nc(-c3nc(C(=O)NCc4ccncc4)[nH]c3C)ccc2[nH]1" orbital_gap_ev=8.0 largest_force_ev_per_a=8.9 de_lowest_ev=4.3505 charge=0 homo_ev=-8.1
H -4.3947 -0.1276 -6.2224
C 7.1677 0.2253 4.7529
C -0.9725 -0.6019 0.3686
H -3.9302 -0.1621 1.3620
N 4.5496 -1.3882 1.0719
C 4.6700 -0.8174 2.3881
O 6.8598 -1.3917 2.5421
C 7.4722 1.6946 4.3511
C -1.5340 -0.1431 2.8426
H -2.9013 -0.8030 -3.0555
H -2.1622 0.6803 3.2188
N 1.1794 -0.3551 1.5927
H 8.0815 -0.4474 4.6069
H 3.2243 -2.0598 -1.4669
O -5.2087 -0.0639 -0.9470
H -4.5501 2.2678 -7.1419
C -1.8128 -0.3323 1.4064
H -1.9288 -0.9666 3.4410
H 0.6335 -1.5581 -1.4991
C 2.7262 -1.6013 -0.6628
N -5.5688 3.0038 -5.4875
C 3.2667 -1.2634 0.5622
C 2.5053 -0.7442 1.6123
C 0.5050 -0.7504 0.4951
H -6.0431 -1.0962 -3.0653
C -3.0063 -0.5330 -0.5081
H 8.4716 1.9206 4.8170
H -6.2744 1.4239 -2.6080
H 7.6187 1.9236 3.2728
C -6.1358 2.7938 -4.2456
H -0.5417 0.3080 3.1381
C -4.0925 -0.4706 -1.2736
H -4.8588 -1.6570 -4.2381
C -4.8045 2.0265 -6.1543
H -6.9922 3.3458 -3.8582
C 1.2627 -1.3444 -0.6660
N -1.7288 -0.7641 -0.8442
N -3.0971 -0.4232 0.8621
C 5.9341 -0.7523 3.0404
C -5.9388 1.5226 -3.6425
H 6.9964 0.1538 5.8187
C 3.3941 -0.4898 2.8042
H 2.9464 -0.0418 3.6572
N -3.8870 -0.7382 -2.6272
O 5.9252 -0.0960 4.1474
H 6.7437 2.3435 4.7647
C -5.0916 -0.8040 -3.5433
C -5.2603 0.4493 -4.2957
C -4.6480 0.7063 -5.5185
H 5.2310 -2.0011 0.6343

=====

10
Properties=species:S:1:pos:R:3 method="wB97M-V/def2-TZVPD" lumo_energy_ha=0.0193 orbital_gap_ev=8.3 largest_force_ev_per_a=1.2 de_lowest_ev=4.1473 charge=0 homo_ev=-7.8
H -1.6363 -0.3710 -1.1774
N -0.5409 -0.6767 0.5694
H -1.0047 -1.5742 0.6817
C 0.7378 1.0740 -1.3431
N 1.6753 1.0864 -2.0249
C -1.0943 0.0877 -0.3728
H 0.9355 0.5277 1.4156
H 0.7432 -1.2055 2.0673
C 0.4800 -0.4427 1.3662
O -0.3627 1.2368 -0.6748

=====

268
Properties=species:S:1:pos:R:3 method="wB97M-V/def2-TZVPD" lumo_energy_ha=0.0170 orbital_gap_ev=8.5 largest_force_ev_per_a=2.2 de_lowest_ev=0.0000 charge=0 homo_ev=-8.0
H -15.7336 -9.2827 18.6183
H -8.2448 -13.3387 22.9780
H -20.6049 -15.8813 23.0220
O -21.5463 -20.4115 21.8351
H -10.5226 -16.3527 24.6219
H -14.0365 -10.1097 23.8203
H -21.9583 -13.8069 21.1049
S -13.9910 -22.8804 19.3520
C -19.1167 -17.7507 22.2580
C -17.1097 -25.8498 24.9028
H -10.6058 -10.8073 15.6608
C -17.3713 -13.0349 15.9979
H -21.4416 -13.4934 22.8424
O -14.8913 -11.8563 23.3413
H -11.2661 -23.6332 19.6563
H -24.4260 -16.6817 15.1141
C -16.0266 -21.8036 23.4703
H -15.2140 -27.3528 23.6215
N -13.9791 -13.2785 13.2721
N -15.1094 -18.3982 21.5232
O -8.3068 -11.1666 14.7597
H -8.4191 -12.1572 16.6386
H -19.2637 -20.1810 17.9453
C -21.6209 -15.5189 14.0024
H -6.8029 -9.9172 14.0619
C -11.5222 -18.8406 16.9144
H -12.2916 -22.3776 27.3374
H -12.7543 -19.8123 21.6188
H -12.0226 -17.4860 22.8979
H -18.0095 -21.8909 20.8684
H -23.9912 -14.9105 14.9842
N -19.5786 -14.3752 20.1576
H -14.5337 -15.2442 23.1915
H -11.7217 -15.0808 20.0551
H -15.9378 -14.9942 21.0647
H -16.6422 -25.8319 25.8869
C -11.5907 -16.2434 24.6836
O -22.5068 -16.2889 14.7747
H -15.1067 -14.3114 18.9959
H -11.9298 -12.0790 15.9426
N -13.6027 -17.6214 24.1352
N -8.5930 -15.5183 21.3743
H -16.5947 -25.4363 22.8359
O -13.0077 -23.5279 18.4297
H -11.4115 -17.8861 16.4288
C -17.4831 -21.5374 12.6385
H -14.6293 -24.9632 20.1951
H -14.2557 -13.0304 21.7431
H -14.9330 -14.1246 24.4683
H -18.7749 -19.3158 11.8757
H -8.7256 -12.9985 20.5697
C -15.1869 -24.1638 19.7508
H -12.9660 -22.7657 14.0429
H -13.4527 -22.4189 25.8736
O -14.5363 -19.8345 26.3109
C -9.9622 -12.8198 15.3640
H -15.0476 -12.2743 15.6455
C -18.4567 -19.8600 17.2916
H -15.6943 -21.4795 24.4541
H -17.2804 -12.6026 19.7973
H -17.9723 -25.1938 24.9876
C -19.1968 -15.1132 13.6905
H -21.0237 -12.4622 21.5233
H -8.6138 -15.8829 20.4370
C -10.9613 -22.5142 21.9732
S -14.1297 -20.8189 27.3957
C -9.7218 -13.4120 20.6813
C -9.2173 -13.8208 23.0746
C -15.9063 -10.1755 19.2459
H -10.3900 -21.4454 17.0345
H -24.1571 -16.0103 13.5506
C -15.0357 -13.3660 15.5690
H -13.8453 -17.8579 25.0850
H -13.1087 -13.5754 13.6871
H -11.9257 -19.6726 24.0528
H -16.8343 -21.1066 23.2507
H -16.7568 -21.9523 13.3490
C -23.8251 -15.9349 14.6015
H -21.8323 -14.4625 14.1705
H -12.5859 -20.5652 29.1487
C -17.3578 -10.5667 19.1631
C -15.0154 -21.9204 18.2692
H -18.8171 -19.3511 16.3957
H -12.0157 -13.3309 19.9160
C -22.8922 -20.1459 21.5727
H -19.8635 -17.8892 23.0477
C -8.5009 -12.3478 15.5668
O -19.0059 -16.3703 21.9868
H -14.0635 -18.2754 23.5062
C -11.5522 -14.1928 19.4434
C -6.9225 -10.7775 14.7162
H -13.3898 -10.5871 19.7231
H -11.8791 -18.8273 25.6176
H -15.8323 -15.8005 14.6687
H -7.6873 -15.0560 21.5039
H -15.6779 -18.9351 20.8746
H -18.5040 -20.9407 14.2751
H -17.9146 -11.5064 20.8492
H -19.5305 -13.3978 19.8285
C -18.2052 -9.3659 19.6537
H -15.6104 -9.8573 20.2528
H -16.8697 -13.2642 23.2468
C -11.5576 -22.2859 15.5341
H -14.4742 -18.8690 14.3197
H -9.1602 -19.9085 19.8432
H -19.2975 -20.8963 20.4390
H -18.0017 -16.6472 19.1856
C -9.6005 -14.4982 21.7497
O -10.1263 -13.8992 19.3974
S -17.4057 -18.7338 18.1752
H -13.2130 -11.7322 18.4067
H -12.0511 -22.6010 21.8503
C -20.2571 -15.8362 14.5811
H -9.1204 -14.6104 23.8125
H -19.4807 -17.7350 19.0208
C -13.8448 -18.0369 20.9560
C -15.0370 -15.3602 14.0453
H -12.7870 -20.9987 14.3914
C -10.1840 -22.2896 20.6313
H -20.0001 -23.0885 23.9000
H -18.0074 -9.1902 20.7131
H -6.6294 -10.4751 15.7115
H -8.4589 -22.8711 21.6417
H -19.4850 -22.5992 20.3248
C -10.8859 -11.7891 16.0529
O -17.0445 -19.5106 19.4066
O -10.0967 -18.8147 24.6148
H -23.2454 -20.6331 20.6359
H -21.6054 -22.3695 21.3778
H -12.2107 -21.2357 17.2584
H -13.9989 -12.2668 13.1786
H -10.9391 -18.9110 17.8293
H -10.0998 -19.1286 22.5428
N -19.9793 -17.2468 14.7788
H -18.6668 -16.9950 17.5628
C -15.0771 -13.8510 14.0819
H -19.1252 -13.9878 22.2375
H -13.5858 -10.0225 18.0542
H -16.0130 -13.4674 13.6590
H -20.3332 -15.3549 15.5650
H -9.5133 -17.5142 23.0386
H -19.2217 -15.6553 12.7430
H -15.8430 -21.4507 18.7978
H -13.6406 -19.8137 20.0363
H -10.5857 -21.3462 20.2341
C -8.7018 -22.0970 20.9099
N -10.2793 -23.5000 19.8631
H -22.9815 -19.0729 21.3867
H -10.7969 -21.7304 22.7220
C -16.9952 -19.4142 13.8878
O -16.1816 -13.7534 16.2562
H -19.5928 -17.6782 13.9396
H -16.4890 -19.0218 13.0006
C -13.7780 -10.8551 18.7320
C -15.3702 -14.7638 23.6959
H -8.1855 -18.8431 20.8818
H -14.1938 -13.8720 16.0323
O -14.5569 -16.0408 19.8235
H -18.6137 -14.7004 20.0673
C -15.5896 -24.0118 23.9228
C -11.3475 -21.1804 16.6138
H -21.7771 -15.6677 12.9312
O -16.5935 -23.1047 23.5165
N -17.8292 -11.7513 19.8708
H -15.2353 -23.7633 24.9285
H -14.0755 -15.7439 14.3944
H -13.5942 -19.1177 28.8973
C -15.1707 -12.6349 22.2042
H -9.8124 -14.0308 16.9527
C -19.0878 -21.8117 20.9755
N -19.0965 -19.5140 12.8188
H -10.4670 -23.8272 16.2943
H -18.1014 -13.4782 16.6762
H -21.7735 -21.9387 23.1259
H -12.1961 -19.5110 27.7863
H -14.7393 -10.0831 22.2396
H -10.7148 -22.1158 14.8618
H -15.7141 -15.8347 18.1269
H -8.0305 -22.1636 20.0481
H -10.6751 -11.8796 17.1308
C -20.2622 -15.7259 21.9893
N -10.1710 -14.0722 16.0073
H -10.5634 -15.0032 21.7554
C -19.7337 -21.8460 22.3203
C -21.2615 -21.7129 22.1756
H -17.7423 -13.1404 14.9828
H -15.7527 -24.3866 18.8467
C -16.1105 -25.4527 23.8163
C -14.9012 -15.3257 18.6630
H -8.4864 -18.9209 23.3113
H -17.5687 -10.7469 18.1037
H -17.9711 -8.4365 19.1471
H -7.8015 -13.1323 15.2572
C -12.8912 -21.8538 26.6088
H -18.1420 -18.1459 22.5127
C -8.2474 -19.8262 20.4348
H -14.7837 -23.9211 23.1932
H -16.0465 -15.4551 24.1908
C -12.9973 -19.8907 28.4126
C -12.8684 -21.9925 14.8045
N -14.9559 -26.3730 23.6657
H -11.8134 -15.2702 24.2429
H -19.4751 -18.2667 21.3582
H -13.1399 -17.2980 18.9988
C -15.0597 -19.2628 15.1641
H -19.2606 -9.6501 19.6082
H -17.2283 -11.9756 16.2221
C -14.0629 -17.3719 19.5849
H -13.2611 -11.0529 22.4557
C -12.9762 -19.2527 20.7180
H -6.3707 -11.6025 14.2799
H -10.1772 -12.8704 14.2997
C -19.9367 -14.3187 21.5838
H -17.7102 -20.6023 17.0192
H -10.6386 -23.4817 22.3563
H -10.0061 -13.1624 23.4379
H -12.0276 -16.3800 25.6702
H -13.6431 -22.1625 15.5681
C -12.1874 -17.4738 23.9754
H -14.7969 -17.9078 18.9764
C -16.0756 -13.7842 22.6797
C -9.5158 -18.5694 23.2921
H -9.8584 -23.4204 18.9489
H -17.3706 -14.9452 21.7619
H -17.4109 -18.5300 14.3729
H -18.2091 -22.3140 12.4114
O -15.1218 -11.2294 18.7603
N -19.5890 -23.1621 22.9706
C -18.5593 -17.3506 18.5857
H -15.4862 -18.4120 15.7278
H -9.7550 -14.8723 15.5449
H -15.8792 -23.6581 20.4342
H -12.2289 -21.0758 26.2492
N -16.5971 -14.3364 21.4791
H -15.1310 -15.7475 13.0264
H -20.7909 -17.7718 15.0684
H -18.1907 -15.2086 14.1260
H -12.0286 -23.8644 16.7403
C -14.1732 -10.7215 22.9389
H -16.9603 -21.2681 11.7076
H -14.4103 -21.0701 17.9084
H -14.2531 -26.2405 24.3777
H -11.7344 -14.3014 18.4011
C -18.1027 -20.3589 13.4391
H -15.6901 -12.0409 21.4275
H -14.0434 -15.3339 17.9751
H -14.4448 -19.8480 15.8388
H -7.3466 -20.1305 19.8779
H -10.4670 -12.6495 20.9603
H -17.6600 -26.7837 24.7947
O -16.0650 -20.0836 14.6826
H -12.5066 -18.9403 17.3732
H -19.4234 -14.0501 13.5805
H -20.9199 -16.1913 21.2483
H -15.2179 -21.8056 22.7445
H -18.5881 -23.2873 23.1545
N -11.4121 -23.6837 15.9420
H -15.6196 -17.5313 21.6556
H -15.1208 -22.6067 17.4400
H -12.0461 -18.9034 20.2659
H -23.5436 -20.5590 22.3523
H -19.9845 -19.9998 12.7217
O -8.3804 -20.8077 21.4686
H -13.4321 -17.2656 21.6142
C -11.5610 -18.7806 24.5699
H -19.4663 -21.0468 23.0097
C -21.1756 -13.5112 21.7920
O -11.2204 -19.8655 15.9457

=====

74
Properties=species:S:1:pos:R:3 method="wB97M-V/def2-TZVPD" lumo_energy_ha="-0.3625 / -0.4673" orbital_gap_ev="4.2 / 3.2" largest_force_ev_per_a=7.1 de_lowest_ev=3.8922 s_squared=6.0322 charge=+3 homo_ev="-14.1 / -15.9" multiplicity=5
H 0.9760 -2.8235 -1.6139
O -4.3592 3.2030 3.6221
H -2.4991 2.4038 -3.4107
H 2.3332 -3.5617 2.1681
H 0.1197 2.5422 -1.2779
C -0.7678 0.1337 2.5988
H 0.2586 -1.2973 -3.2186
C -2.2721 -1.9455 -0.6967
H -4.3883 -0.1385 -4.5257
C -2.5534 1.7066 3.0949
H 0.8604 3.1988 1.6498
Rh 0.6560 -0.1150 -0.2811
P 2.2997 -1.2031 1.4269
N -3.3068 2.1396 5.3346
C -0.7572 -1.0369 -3.5439
C -2.5552 2.0546 1.7385
C -1.3342 0.1335 -3.1030
H 1.8364 2.0530 2.6296
C 0.2950 -3.3674 -0.9448
C -2.6122 0.5110 -3.5300
C 0.6922 2.0544 -3.8082
H 3.6259 0.7175 2.3647
H -0.8000 0.7541 -2.3927
H 1.1065 3.8285 -0.5697
H 4.1722 -1.1371 -0.1365
H -0.0734 -0.6856 2.8828
H 0.8742 -4.0227 -0.2772
C 3.6264 1.6216 -0.2730
H -1.0640 -2.8667 -4.6313
C -3.3593 -0.3847 -4.3104
H -3.0235 -2.5573 -0.1943
H 2.6312 1.2727 -2.9990
P -0.6271 -2.1398 0.0581
H 4.3075 1.2873 0.5182
H 2.6591 3.3483 1.6964
C -2.7990 -1.5747 -4.7366
H 0.0205 1.8411 -4.6573
H 3.9129 -0.7868 3.2443
H -3.8128 2.6822 6.0141
H -1.6838 0.2784 4.5347
C 1.8076 2.6437 1.7081
C -1.6556 1.4388 0.8668
H 1.7558 0.3329 -4.3073
H -0.4326 -3.9583 1.7229
C 1.7016 1.1613 -3.5761
H -3.3796 -2.2879 -5.3069
H 1.7720 2.7965 -1.8580
C 1.1475 2.8059 -0.9681
H 3.8692 2.6630 -0.5315
H -1.6690 1.6356 -0.2082
H -2.5849 -0.9053 -0.6181
H -2.4591 1.7309 5.7098
H -0.4317 -3.9586 -1.5206
H 3.3503 -2.7225 -0.1041
H 0.8430 -2.7463 2.6747
H 0.5959 3.0889 -3.4500
C 3.7253 -1.8975 0.5112
H -1.2096 -2.4876 2.4061
H 4.4851 -2.2809 1.2077
P 1.8659 1.6188 0.1904
H 3.7784 0.9789 -1.1481
H 2.3327 -2.4531 3.5669
H -2.2366 -2.2102 -1.7513
C -3.4853 2.4499 4.0068
H 2.4199 0.1147 3.5027
O -3.1497 1.7333 -3.1904
C -1.6849 0.6831 3.5255
C -1.4970 -1.9125 -4.3556
C 3.1422 -0.1892 2.7355
H -2.1260 -3.5768 1.3521
N -0.7406 0.5634 1.3116
C 1.9186 -2.6272 2.5630
C -1.1353 -3.1386 1.5304
H -3.2486 2.7913 1.3584

=====

38
Properties=species:S:1:pos:R:3 method="wB97M-V/def2-TZVPD" lumo_energy_ha="-0.4548 / -0.4402" orbital_gap_ev="8.9 / 9.4" largest_force_ev_per_a=1.3 s_squared=0.7834 charge=+3 homo_ev="-21.3 / -21.4" multiplicity=2
H -2.3143 -0.1383 -2.5125
N 0.3475 -0.0457 1.4321
H -1.8835 2.3082 0.6415
N -0.8528 -2.0167 -0.3845
C 1.6701 0.5304 1.8420
N -2.5801 -3.6293 -0.5824
H 3.1927 2.0571 -1.1697
H -0.3913 2.8978 1.3231
O 1.2516 -2.1735 -0.5061
H 1.9610 1.4884 -2.2948
H -0.7243 1.9615 -1.2018
H 3.0227 -0.8648 0.9054
H -2.8645 0.5693 -1.1438
C 2.1833 1.6493 -1.2375
N -2.8963 -1.3963 -1.0925
N 2.1167 0.3018 -0.5699
C -0.8561 2.0277 0.8640
N -2.2820 -0.1897 -1.4921
C 2.7114 0.1739 0.8004
H -3.5129 -3.8773 -0.8900
H 2.6169 -0.3544 -1.1730
C -2.1172 -2.4105 -0.6850
H 1.4770 2.8644 0.3869
O 0.1428 -4.0473 -0.3830
H 1.5491 1.6050 1.9486
C 1.1516 2.5292 -0.5932
C -0.8223 0.8060 1.7892
H 0.2330 -0.9545 1.8795
H -3.8615 -1.5550 -1.3581
Fe 0.2492 -0.2428 -0.4952
N 0.1932 -2.8666 -0.4207
N -0.1213 1.7130 -0.4207
H 3.5997 0.8009 0.8867
H 0.9361 3.4166 -1.1866
H -0.7667 1.1031 2.8380
H 1.9508 0.1443 2.8219
H -1.9953 -4.3774 -0.2309
H -1.7140 0.1922 1.6646

=====

Which value of charge does entry 3 give? 0